*A*
The following is a quantum chemistry calculation of a cluster of 2 separate species, C4H6N2O2 in total, from the OMol25 dataset.

Last column: natural (NBO) charge in e.
CARTESIAN COORDINATES (ANGSTROEM)
O -0.9287 -1.6152 -1.1307  -0.5267
C -0.7840 1.3146 0.3597  0.1001
O -0.3013 1.5795 -1.0075  -0.7342
H 0.9788 1.0089 -1.1487  0.4681
C -0.7851 -0.2692 0.8779  -0.1469
N 1.6063 0.2822 0.4491  -0.4352
H -1.4987 1.9145 0.7822  0.2039
C 1.1625 -0.6160 -0.2890  0.2287
H 0.7681 0.8582 2.3404  0.2324
H -0.9503 -2.5536 -0.9697  0.4702
H 1.6681 -0.9446 -1.1719  0.2088
H -1.4293 -0.7993 1.6340  0.2304
C 0.4151 0.6191 1.2409  -0.1364
N -0.1418 -1.0665 -0.0915  -0.1633

Summary:
LUMO level: 0.6 eV
2S+1: 1
total charge: 0

*B*
The following is a quantum chemistry calculation of a structure of composition C4H6N2O2, from the OMol25 dataset.

Last column: natural (NBO) charge in e.
CARTESIAN COORDINATES (ANGSTROEM)
O -0.0449 -0.6224 -2.8771  -0.3664
C 0.4489 0.4617 -0.6284  0.0293
H 1.8457 -0.8803 0.1335  0.2621
H -1.2499 0.6165 -1.5463  0.2601
H 1.8161 0.7709 0.7699  0.2314
C 1.2395 -0.0671 0.5226  -0.6497
H -1.3214 1.5192 -0.0268  0.2446
H 0.6020 -0.3660 1.3964  0.2281
O 1.6287 -1.5715 -1.9078  -0.3362
N 1.4953 2.5128 -1.8284  -0.2561
H -1.5739 -0.2731 -0.0015  0.2304
C -1.0083 0.6202 -0.5018  -0.6536
N 0.7219 -0.8212 -1.9794  0.5508
C 1.0959 1.6127 -1.2644  0.2251

Summary:
LUMO level: 0.0 eV
2S+1: 1
total charge: 0

*C*
The following is a quantum chemistry calculation of a structure of composition C4H6N2O2, from the OMol25 dataset.

Last column: natural (NBO) charge in e.
CARTESIAN COORDINATES (ANGSTROEM)
O -0.1514 2.1808 -0.0760  -0.6679
H 1.7107 -2.2393 0.4151  0.2392
C -0.9990 -0.0692 -0.2686  -0.0442
C 1.0300 -1.2635 -0.2114  -0.0983
H 3.1285 0.1653 0.8363  0.4467
H 0.5319 2.7501 -0.6785  0.5064
O 2.4402 0.7475 -0.1720  -0.5192
C 0.0319 0.8266 -0.1671  0.3705
N 1.1950 0.0094 -0.2014  -0.0887
H -2.8817 -0.8709 -0.0959  0.3494
H -0.8229 -2.4363 -0.0803  0.2203
C -0.3659 -1.3430 -0.1571  -0.3105
N -2.2513 0.3478 -0.1647  -0.7379
H -2.5960 1.1946 1.0217  0.3343

Summary:
LUMO level: -0.4 eV
2S+1: 1
total charge: 0

Pick *B*: it beats the second-best structure by 2.440 eV.

*A*
The following is a quantum chemistry calculation of an isolated molecule of C4H6N2O2, from the OMol25 dataset.

Last column: natural (NBO) charge in e.
CARTESIAN COORDINATES (ANGSTROEM)
H 0.7766 -1.6759 -0.2620  0.1310
H 1.8740 2.0925 0.1146  0.2363
C 0.6834 0.4738 0.5867  0.2572
H 2.3358 -0.9217 -0.2142  0.2269
C -1.4572 -0.6757 0.6113  0.7436
H 0.4983 2.4258 1.3179  0.2475
C 1.3555 -0.7480 -0.6904  0.1131
O -2.1599 -1.1768 1.4586  -0.5569
C 1.0262 1.7334 0.6793  -0.5133
N -0.0927 -0.4912 0.9935  -0.3567
O 1.1081 -0.3785 -1.8410  -0.5472
H -1.2559 0.1572 -1.2680  0.4191
H -2.8379 -0.4433 -0.8466  0.4165
N -1.8545 -0.3714 -0.6397  -0.8169

Summary:
LUMO level (alpha / beta): -1.7 / -1.7 eV
2S+1: 1
total charge: 0

*B*
The following is a quantum chemistry calculation of an isolated molecule of C4H6N2O2, from the OMol25 dataset.

Last column: natural (NBO) charge in e.
CARTESIAN COORDINATES (ANGSTROEM)
N 2.6290 0.2072 -0.4279  -0.6564
H 0.7399 1.9732 0.9162  0.2496
C -0.6653 0.2779 0.6576  -0.0170
H 0.0628 1.5005 -0.8269  0.2301
O -0.3408 -1.0026 0.3872  -0.3687
C -1.9940 0.6131 -0.1063  0.3725
N 1.0537 -1.1361 0.2055  -0.2940
O -2.4966 -0.4360 -0.6242  -0.4963
H -2.6052 1.7301 -0.1212  0.1595
H 1.4215 -1.6798 -0.8366  0.3944
H 2.9081 1.2412 -0.3632  0.3404
C 0.3900 1.1719 0.0959  -0.4990
H -0.6876 0.3274 1.7688  0.1999
C 1.4495 0.0901 -0.1614  0.3852

Summary:
SMILES: [H]/N=C1\C[C@@H](C=O)ON1
LUMO level: 0.3 eV
2S+1: 1
total charge: 0

*C*
The following is a quantum chemistry calculation of a cluster of 2 separate species, C4H6N2O2 in total, from the OMol25 dataset.

Last column: natural (NBO) charge in e.
CARTESIAN COORDINATES (ANGSTROEM)
C -0.7946 -0.3156 -0.2505  0.1833
C 0.5103 0.1382 -0.7554  0.0014
O 2.7976 0.9162 0.3418  -0.5193
H 1.2649 1.7132 -1.7549  0.3909
H 0.0632 -2.3346 0.1257  0.2536
H -1.6866 -2.0832 0.3274  0.2188
H -0.3162 2.0214 -1.1485  0.3818
C 2.0633 0.5636 1.1291  1.0231
C -0.7667 -1.6438 0.3125  -0.6923
H -2.7063 0.1241 -0.1194  0.3379
O 1.3418 0.4852 1.9743  -0.5179
N 0.5104 1.3366 -1.2461  -0.6882
H -0.4830 -1.4650 1.4007  0.2545
N -1.7982 0.5438 -0.3366  -0.6277

Summary:
LUMO level: -0.1 eV
2S+1: 1
total charge: 0

*D*
The following is a quantum chemistry calculation of an isolated molecule of C4H6N2O2, from the OMol25 dataset.

Last column: natural (NBO) charge in e.
CARTESIAN COORDINATES (ANGSTROEM)
H -0.4433 -1.3792 1.3238  0.2088
H -0.0958 2.4995 -0.1535  0.4116
H 2.8356 1.1437 0.5466  0.3428
C -0.6805 -0.7191 0.4887  -0.0344
C 0.3641 -1.2011 -0.7337  0.2371
H -1.6106 1.7089 0.2409  0.4285
H -0.1072 -0.9021 -1.6896  0.1360
H -2.4586 -1.3343 -0.0467  0.4948
O 0.9790 -2.2748 -0.5757  -0.6641
O -2.0615 -0.5307 0.3065  -0.7276
N 2.5188 0.5209 -0.2000  -0.5486
C 0.0497 0.5593 0.4717  0.2303
N -0.6011 1.6875 0.1662  -0.7054
C 1.3113 0.2213 -0.1452  0.1899

Summary:
LUMO level (alpha / beta): -0.5 / -0.5 eV
2S+1: 1
total charge: 0

Pick *C*: it beats the second-best structure by 1.589 eV.

*A*
The following is a quantum chemistry calculation of an isolated molecule of C4H6N2O2, from the OMol25 dataset.

Last column: natural (NBO) charge in e.
CARTESIAN COORDINATES (ANGSTROEM)
C -0.0957 1.1847 1.1028  0.5087
C 1.3375 1.6758 -0.7174  0.4935
H -1.5736 -1.3583 -1.7070  0.2242
N 0.5029 0.7152 -0.0374  -0.3292
O 2.3294 1.0567 -1.4379  -0.5240
H 0.9789 2.7767 -0.4567  0.2184
O 0.1949 2.1268 1.9144  -0.5775
H -0.8789 0.4718 1.4838  0.1144
H -0.1606 -1.7388 1.0933  0.1687
N -0.0018 -0.5428 -0.5147  -0.2901
C -1.3029 -1.0740 -0.6694  -0.2164
H 0.6493 -2.7467 -0.2241  0.2154
H -1.9618 -0.7462 0.1020  0.1907
C -0.0173 -1.8011 0.0683  -0.1968

Summary:
SMILES: O=CN(C=O)N1CC1
LUMO level: -0.3 eV
2S+1: 1
total charge: 0

*B*
The following is a quantum chemistry calculation of an isolated molecule of C4H6N2O2, from the OMol25 dataset.

Last column: natural (NBO) charge in e.
CARTESIAN COORDINATES (ANGSTROEM)
N -1.5325 -0.2837 -0.8024  -0.5504
C 0.4748 -0.0023 0.2472  -0.2428
O -0.6943 1.6010 1.6042  -0.5520
H -0.1284 -1.4244 -2.5141  0.5006
H -2.4106 -0.6623 1.1500  0.4072
O 0.5599 -1.2325 -1.8546  -0.6466
C 0.0101 -0.6116 -0.8189  0.4970
H 1.9605 1.4140 0.7652  0.2397
C 1.8389 0.3286 0.7096  -0.6340
N -1.9540 -0.0109 0.5240  -0.5158
H 2.6042 -0.0462 0.0257  0.2219
H -1.9534 0.3194 -1.5085  0.3832
C -0.7848 0.7080 0.7699  0.6686
H 2.0096 -0.0971 1.7025  0.2234

Summary:
SMILES: Cc1c(O)[nH][nH]c1=O
LUMO level: 0.4 eV
2S+1: 1
total charge: 0

*C*
The following is a quantum chemistry calculation of an isolated molecule of C4H6N2O2, from the OMol25 dataset.

Last column: natural (NBO) charge in e.
CARTESIAN COORDINATES (ANGSTROEM)
H -0.2002 -2.1364 0.8555  0.4678
N -1.3028 1.2780 1.3042  -0.5735
H 0.6213 -0.3338 2.4077  0.1213
C -0.3231 0.0099 -0.6164  0.0100
H 0.0974 0.6806 -2.4835  0.3843
C 0.3670 -1.1809 -0.7184  0.0722
H -2.0622 1.5608 0.6867  0.3556
C 0.8825 0.0504 1.4007  0.3705
O 0.0387 -2.3354 -0.0598  -0.6645
H 0.8045 -1.4282 -1.6747  0.1722
C -0.4610 0.5214 0.7516  0.1621
O 1.9981 0.4401 1.1184  -0.4777
H -0.1238 1.9136 -1.3577  0.3808
N -0.3365 0.9600 -1.6145  -0.7811

Summary:
SMILES: [H]/N=C(C=O)\C(N)=C/O
LUMO level: -0.1 eV
2S+1: 1
total charge: 0

Pick *B*: it beats the second-best structure by 0.095 eV.

*A*
The following is a quantum chemistry calculation of an isolated molecule of C4H6N2O2, from the OMol25 dataset.

Last column: natural (NBO) charge in e.
CARTESIAN COORDINATES (ANGSTROEM)
C -0.6689 -1.8662 -0.1946  -0.2676
N 2.0011 0.3868 -0.8614  -0.1996
H 0.4488 1.3831 0.6895  0.5205
O -0.5978 1.3437 0.8718  -0.7097
N 1.9427 0.5236 0.5644  -0.7287
H -1.5161 -1.9604 0.5206  0.2226
C -1.2552 0.3111 0.3286  0.7864
C 0.9286 -0.3021 -1.1683  0.0008
H 2.9446 0.7543 0.9770  0.3953
C -0.2547 -0.6167 -0.3225  -0.2669
H 0.9061 -0.2917 -2.2910  0.2243
H -0.1821 -2.7928 -0.3966  0.2043
O -2.4448 0.1428 0.3640  -0.5610
H 1.6340 -0.5136 0.8330  0.3795

Summary:
SMILES: C=C(/C=N\N)C(=O)O
LUMO level: 0.1 eV
2S+1: 1
total charge: 0

*B*
The following is a quantum chemistry calculation of a cluster of 3 separate species, C4H6N2O2 in total, from the OMol25 dataset.

Last column: natural (NBO) charge in e.
CARTESIAN COORDINATES (ANGSTROEM)
O 2.8537 -0.7900 -0.1029  -0.5308
H -2.2505 1.7784 -0.2347  0.2657
H -0.7917 -2.1247 0.9037  0.3098
N -1.7379 -1.8287 -0.2889  -0.7177
H 2.9273 -1.8583 0.0451  0.4887
H -3.3430 -0.6408 -0.4508  0.2010
N 1.4861 -0.8753 0.1959  -0.1052
H -2.3763 -2.6728 0.8804  0.3416
C -1.6362 0.7720 0.1527  -0.3513
C -0.2201 1.1527 0.1940  0.4309
C 0.9517 0.3949 -0.1303  -0.0674
O 0.1785 2.3047 0.0039  -0.5110
C -2.1466 -0.4539 -0.0692  0.0264
H 1.6465 1.1351 -0.5844  0.2192

Summary:
LUMO level: -1.2 eV
2S+1: 1
total charge: 0

Pick *A*: it beats the second-best structure by 8.045 eV.

*A*
The following is a quantum chemistry calculation of a structure of composition C4H6N2O2, from the OMol25 dataset.

Last column: natural (NBO) charge in e.
CARTESIAN COORDINATES (ANGSTROEM)
H -1.8434 1.0470 2.3330  0.2104
C 0.3300 -0.6921 0.4881  0.3345
N 1.4579 -0.3674 -0.4407  -0.6813
H -2.0427 -1.0147 1.4428  0.2836
O -0.3157 1.0806 -0.6771  -0.5072
C -1.9989 0.2097 1.0656  -0.6662
H 1.7522 -1.1871 1.5984  0.4733
H -2.7035 0.8207 0.0108  0.2822
H 0.9847 1.0650 -3.2272  0.3811
O 0.4252 -1.4105 1.6850  -0.6384
H 2.2715 -0.8987 -0.9836  0.4581
C -0.6724 0.2277 0.4288  0.1396
N 1.4778 0.6598 -2.3919  -0.7689
C 0.8773 0.4600 -1.3320  0.6993

Summary:
LUMO level: -0.3 eV
2S+1: 1
total charge: 0

*B*
The following is a quantum chemistry calculation of an isolated molecule of C4H6N2O2, from the OMol25 dataset.

Last column: natural (NBO) charge in e.
CARTESIAN COORDINATES (ANGSTROEM)
C 0.7325 -1.4576 -1.4075  0.6908
C 0.3090 1.0798 1.4284  -0.6240
H 0.0762 2.0238 -0.4719  0.2204
N -1.2615 -0.9299 -0.3357  -0.1450
C -0.5137 -1.9117 -0.7145  -0.1465
H 0.4964 1.8696 2.0947  0.2183
H -0.2732 0.3899 1.9922  0.2135
O 1.6121 -2.1035 -1.8841  -0.5652
H -0.7126 -2.9475 -0.5968  0.2213
C -0.4265 1.4316 0.1461  -0.2149
N -0.6163 0.2013 -0.5885  0.0519
H 1.2858 0.6276 1.2073  0.2157
O 0.6572 -0.1130 -1.3474  -0.3599
H -1.3652 1.8397 0.4777  0.2235

Summary:
SMILES: CCn1ncc(=O)o1
LUMO level: 0.6 eV
2S+1: 1
total charge: 0

*C*
The following is a quantum chemistry calculation of an isolated molecule of C4H6N2O2, from the OMol25 dataset.

Last column: natural (NBO) charge in e.
CARTESIAN COORDINATES (ANGSTROEM)
N -1.3429 1.2452 -0.0322  -0.3613
C 1.0011 -0.0302 1.0580  -0.6978
H 0.1466 0.7623 1.1230  0.2483
O -0.1807 -1.3468 -0.7576  -0.4915
H 1.9675 0.5505 1.1279  0.2407
C -0.1791 1.4122 -0.5715  0.3719
H -2.0868 -2.0256 -0.3033  0.1852
O 0.6960 0.5789 -1.1825  -0.5195
H 1.6889 -1.0256 -0.9568  0.1902
C -1.4127 -1.0261 -0.1920  0.3571
C 0.8247 -0.6440 -0.4477  0.3621
H 0.7959 -1.0201 1.7934  0.2260
H 0.0429 2.5341 -0.6871  0.1996
N -1.9613 0.0351 0.0284  -0.3111

Summary:
SMILES: CC1OC=NN=CO1
LUMO level: 0.5 eV
2S+1: 1
total charge: 0

*D*
The following is a quantum chemistry calculation of an isolated molecule of C4H6N2O2, from the OMol25 dataset.

Last column: natural (NBO) charge in e.
CARTESIAN COORDINATES (ANGSTROEM)
C -0.7472 -0.9178 -0.4454  0.2719
H -1.5746 -4.0042 -0.4395  0.2135
H 1.0989 -0.1867 -1.1158  0.1832
C 0.5434 1.1416 0.6034  -0.6250
O -2.5271 -2.0881 -0.3520  -0.2633
H 0.8475 2.1024 0.2026  0.2060
C 0.1775 0.2645 -0.6527  0.0727
N -2.0498 -0.8149 -0.4025  -0.1253
H -0.1556 1.8989 -1.6995  0.4689
O -0.4718 0.9651 -1.6996  -0.6993
N -0.3242 -2.2128 -0.4655  -0.4828
H -0.3086 1.2445 1.2552  0.2224
C -1.4455 -2.8673 -0.2686  0.3314
H 1.3179 0.7349 1.2316  0.2257

Summary:
SMILES: C[C@H](O)c1ncon1
LUMO level: 0.9 eV
2S+1: 1
total charge: 0

Pick *D*: it beats the second-best structure by 0.858 eV.